No. 1
ORCA calculation (ωB97M-V/def2-TZVPD) on a cluster of 5 separate species, C34H41F4NO3P in total in a non-equilibrium geometry.

Last column: Mulliken charge in e.
Element x y z (Å)
C  0.53486  1.28494  2.99703  -1.40
C  0.48610  -0.13414  2.38680  -0.65
C  0.48316  -0.17620  0.84333  -0.18
C  -0.42708  -1.32044  0.31545  -0.28
C  -1.63786  -0.86104  -0.53164  -1.28
C  -2.81111  -0.10860  0.14974  -0.18
C  -2.42780  1.38698  0.40226  1.03
C  -3.64946  2.30239  0.41365  -0.13
O  -4.43279  2.25456  -0.44816  -0.50
N  -3.88928  3.23518  1.49066  -0.01
C  -2.66639  3.72750  2.10658  -0.96
C  -4.80804  2.72426  2.49351  -0.88
P  -3.19717  -0.75740  1.74911  -0.60
O  -4.87320  -0.49181  1.85187  -0.19
O  -3.12286  -2.44087  1.59631  -0.37
H  0.19023  2.05343  2.31552  0.32
H  -0.12665  1.31502  3.86108  0.32
H  1.53858  1.46889  3.37705  0.37
H  -0.38089  -0.63105  2.80683  0.08
H  1.33989  -0.72392  2.71409  0.62
H  1.50635  -0.41237  0.55629  0.55
H  0.25842  0.78543  0.39082  0.18
H  -0.67977  -1.96993  1.14699  0.83
H  0.19175  -1.91819  -0.34485  -0.23
H  -1.23806  -0.18408  -1.29291  0.43
H  -2.05771  -1.74456  -1.01468  0.34
H  -1.78092  1.67240  -0.42469  -0.65
H  -1.82848  1.47073  1.31565  -0.09
H  -2.16057  2.99245  2.74258  0.25
H  -2.94618  4.55708  2.75717  0.39
H  -1.98716  4.12850  1.36081  0.31
H  -4.32538  1.97868  3.13198  0.30
H  -5.25324  3.52070  3.08452  0.30
H  -5.60592  2.20996  1.97182  0.35
H  -5.09650  -0.40859  2.78785  0.33
H  -3.60535  -2.76868  2.36348  0.27
F  2.08789  -2.77124  0.28004  -0.13
C  2.76087  -3.51107  -0.61244  0.18
C  3.48052  -4.60728  -0.17888  -0.55
C  4.17114  -5.37008  -1.11027  -0.51
C  4.14236  -5.02480  -2.45546  -0.44
C  3.41580  -3.91741  -2.87115  -0.68
C  2.71553  -3.15580  -1.94707  0.05
H  3.49626  -4.85502  0.87447  0.42
H  4.73394  -6.23575  -0.78510  0.35
H  4.68064  -5.61921  -3.17151  0.44
H  3.39430  -3.64577  -3.91815  0.37
H  2.13597  -2.29396  -2.25215  0.52
F  -5.07748  4.54389  5.43024  -0.29
C  -6.27340  4.64353  6.03096  0.38
C  -6.86152  5.88637  6.16009  -0.47
C  -8.09983  5.98401  6.77725  -0.31
C  -8.72762  4.84521  7.26338  -0.51
C  -8.11860  3.60504  7.12764  -0.32
C  -6.88485  3.49915  6.50312  -0.37
H  -6.35228  6.76229  5.78024  0.40
H  -8.57563  6.95061  6.87871  0.35
H  -9.69252  4.92499  7.74748  0.36
H  -8.60541  2.71704  7.50865  0.35
H  -6.39748  2.54100  6.37926  0.44
F  5.64509  -4.77658  -4.86582  -0.16
C  6.64202  -5.12306  -5.70202  0.39
C  7.77296  -5.72249  -5.18512  -0.34
C  8.79682  -6.08292  -6.04848  -0.38
C  8.68149  -5.83212  -7.40899  -0.54
C  7.53803  -5.22425  -7.90878  -0.37
C  6.50640  -4.87013  -7.05208  -0.51
H  7.84621  -5.90191  -4.12039  0.43
H  9.68626  -6.55968  -5.65846  0.35
H  9.48391  -6.11090  -8.07960  0.36
H  7.44868  -5.02466  -8.96836  0.35
H  5.60370  -4.40255  -7.42273  0.40
F  4.63493  2.72755  -4.33546  -0.33
C  3.45095  2.68491  -3.68445  0.34
C  2.73187  3.85124  -3.52267  -0.50
C  1.51438  3.80396  -2.85748  -0.46
C  1.03950  2.59948  -2.35774  -0.33
C  1.77973  1.43806  -2.52717  -0.11
C  2.99315  1.47677  -3.19940  -0.56
H  3.12312  4.78188  -3.91327  0.40
H  0.93577  4.70915  -2.72878  0.39
H  0.09166  2.56502  -1.83569  0.36
H  1.40992  0.50013  -2.13238  0.30
H  3.58142  0.58014  -3.34790  0.50

Atoms 1-6, force components in eV/Å:
C 0.188 -0.899 0.500
C -0.128 0.768 -0.220
C -0.105 -0.953 0.528
C 0.471 0.758 -0.787
C -0.713 0.092 0.914
C 0.833 -0.321 0.834

Total charge = -1
Strongest force on any atom = 3.7 eV/Å
LUMO level = 1.996 eV
Gap between HOMO and LUMO = 0.1443 Eh
E_HOMO = -1.9 eV

***

No. 2
ORCA calculation (ωB97M-V/def2-TZVPD) on the molecule C34H41FN2O2.

Last column: Mulliken charge in e.
Element x y z (Å)
C  -8.99550  -0.97228  -1.07469  -1.29
C  -7.75165  -1.02562  -0.19634  -0.31
C  -6.48877  -1.28639  -1.01366  -0.72
C  -5.23784  -1.33593  -0.13967  -0.46
C  -3.97868  -1.58963  -0.96574  -0.93
C  -2.71878  -1.74731  -0.11540  -0.22
C  -2.35183  -0.46626  0.63577  -0.70
N  -0.98292  -0.52826  1.11712  1.06
C  -0.83144  -1.41483  2.26784  -1.37
C  0.09051  -2.56643  1.98105  -0.75
C  1.18381  -2.50726  1.23573  -1.41
C  1.66399  -1.23224  0.58990  1.95
C  2.91219  -1.34111  -0.25794  -0.22
C  3.85042  -2.36032  -0.14942  -0.37
C  5.00770  -2.34162  -0.89867  -1.17
C  5.27706  -1.28733  -1.77031  0.83
O  6.46615  -1.34192  -2.42419  -0.48
C  6.83615  -0.25513  -3.24050  -0.73
C  4.33495  -0.27314  -1.90302  -0.51
C  3.17211  -0.31480  -1.15787  -0.72
N  1.88325  -0.21016  1.61799  0.91
C  3.12909  -0.29584  2.36589  -1.62
C  4.26939  0.40179  1.66954  0.32
C  5.50070  -0.21967  1.51302  -0.33
C  6.53087  0.40808  0.83620  -0.58
C  6.31104  1.67066  0.32160  0.34
F  7.30008  2.27706  -0.37740  -0.42
C  5.10872  2.33115  0.49262  -0.78
C  4.09320  1.68921  1.17469  -0.23
C  0.97084  0.69307  2.03012  -0.68
O  1.21145  1.47741  2.93540  -0.70
C  -0.37820  0.77941  1.31414  0.26
C  -0.17426  1.53873  -0.02242  -0.36
C  -1.26303  2.53361  -0.31670  -0.04
C  -2.04917  2.42091  -1.45681  -0.09
C  -3.05726  3.33424  -1.71258  -0.79
C  -3.28908  4.37646  -0.83224  -0.44
C  -2.50081  4.50636  0.29906  -0.79
C  -1.49360  3.59338  0.55310  -0.42
H  -9.88253  -0.78790  -0.47311  0.38
H  -9.12928  -1.91326  -1.60407  0.32
H  -8.90834  -0.17596  -1.81078  0.32
H  -7.86778  -1.81570  0.54925  0.32
H  -7.64470  -0.07937  0.33908  0.32
H  -6.59518  -2.23341  -1.54844  0.36
H  -6.37420  -0.49693  -1.76034  0.36
H  -5.14195  -0.38896  0.39442  0.29
H  -5.34830  -2.12955  0.60341  0.26
H  -3.83916  -0.76395  -1.66760  0.22
H  -4.12000  -2.50101  -1.55208  0.45
H  -1.87840  -2.00679  -0.76289  0.27
H  -2.85587  -2.57161  0.58666  0.42
H  -2.43412  0.37319  -0.05336  -0.14
H  -3.06017  -0.28666  1.46132  0.03
H  -1.80876  -1.81477  2.55474  0.70
H  -0.45426  -0.86167  3.14103  0.41
H  -0.19119  -3.50747  2.43388  0.46
H  1.75782  -3.40494  1.06876  0.36
H  0.85238  -0.87308  -0.04618  0.25
H  3.70204  -3.18029  0.53604  0.28
H  5.73771  -3.13067  -0.81030  0.41
H  7.82823  -0.49604  -3.61863  0.24
H  6.14919  -0.13256  -4.08385  0.32
H  6.88422  0.67682  -2.66975  0.23
H  4.49844  0.55494  -2.57405  0.43
H  2.45642  0.48684  -1.26793  0.22
H  2.94846  0.19176  3.33086  0.65
H  3.37011  -1.34771  2.53462  0.44
H  5.65817  -1.20893  1.91515  0.42
H  7.48592  -0.07259  0.69538  0.45
H  4.98030  3.32593  0.09576  0.48
H  3.15200  2.19194  1.33242  0.50
H  -1.00270  1.40817  1.97563  0.80
H  -0.10630  0.81767  -0.83879  0.32
H  0.77537  2.07888  0.03625  0.32
H  -1.87028  1.61257  -2.15332  0.41
H  -3.66237  3.23071  -2.60157  0.41
H  -4.07715  5.08794  -1.02960  0.40
H  -2.66985  5.32385  0.98452  0.40
H  -0.87481  3.70253  1.43222  0.45

Atoms 1-6, force components in eV/Å:
C 0.107 0.014 0.240
C -0.004 -0.037 -0.355
C -0.013 0.069 0.520
C 0.007 -0.014 -0.499
C 0.001 -0.145 0.409
C -0.133 0.285 -0.176

Strongest force on any atom = 0.5 eV/Å
LUMO level = 0.730 eV
Gap between HOMO and LUMO = 0.3285 Eh
SMILES = CCCCCCCN1C/C=C\[C@H](c2ccc(OC)cc2)N(Cc2ccc(F)cc2)C(=O)[C@H]1Cc1ccccc1
E_HOMO = -8.2 eV
ΔE to the lowest compared entry with this formula, charge and spin = 4.7 kcal/mol

***

No. 3
ORCA calculation (ωB97M-V/def2-TZVPD) on a structure of composition C34H42BeIN8O2.

Last column: Mulliken charge in e.
Element x y z (Å)
Be  0.07376  -0.23077  0.00768  -0.76
C  3.66887  0.72269  -2.16653  -1.00
C  2.36222  1.23005  -2.68805  0.73
N  2.36527  2.13257  -3.63824  -0.65
C  1.19867  2.57562  -4.14456  -1.20
C  -0.02400  2.08705  -3.76400  1.19
C  -1.29493  2.57318  -4.40706  -1.07
O  -2.29455  2.90649  -3.45122  -0.48
C  -0.05048  1.12803  -2.72921  0.58
C  -1.24605  0.40248  -2.39071  -0.54
N  -1.35220  -0.32475  -1.33137  0.67
C  -2.48129  -1.17370  -1.24554  0.03
C  -3.72522  -0.86560  -1.79375  -0.52
C  -4.77058  -1.76926  -1.71492  -1.01
C  -4.59748  -2.99713  -1.09076  -0.65
C  -3.37742  -3.30793  -0.50976  -0.53
C  -2.34681  -2.38795  -0.58302  0.42
I  -0.57250  -2.70068  0.46542  0.11
C  1.14821  0.72408  -2.13743  0.27
O  1.18445  -0.11193  -1.13124  -0.21
H  4.48113  1.23724  -2.67305  0.35
H  3.74617  0.88282  -1.09137  0.10
H  3.75878  -0.35107  -2.34253  0.32
H  1.27354  3.34571  -4.90166  0.37
H  -1.07124  3.42304  -5.05782  0.41
H  -1.73870  1.79653  -5.03546  0.36
H  -1.93215  3.59426  -2.88175  0.33
H  -2.05097  0.40788  -3.12166  0.56
H  -3.87798  0.09449  -2.26882  0.58
H  -5.72747  -1.51232  -2.14563  0.43
H  -5.41190  -3.70497  -1.04001  0.41
H  -3.23964  -4.24483  0.01049  0.44
C  3.67947  -0.82615  4.05124  -1.31
N  2.43265  -0.38682  3.44751  0.38
C  1.80172  0.75617  4.07051  -0.99
C  2.04040  -0.80200  2.21436  -1.12
N  1.44055  -0.00255  1.36725  1.35
C  1.92453  1.30964  1.17959  0.69
C  3.25445  1.61406  1.33213  -0.21
C  3.78603  2.84284  0.89481  -1.02
C  2.99340  3.75737  0.26983  -1.23
C  1.60801  3.50410  0.11785  1.31
C  0.75403  4.46226  -0.48677  -1.01
C  -0.59033  4.24903  -0.57141  -1.62
C  -1.15501  3.07157  -0.03945  -0.64
C  -0.35641  2.13720  0.55459  0.77
N  -0.89841  0.95149  1.12803  0.82
C  -1.54236  1.04785  2.26233  -1.42
N  -1.53326  2.12765  3.10414  0.56
C  -2.76693  2.54520  3.75450  -1.25
C  -0.45774  3.08510  3.28572  -0.81
N  -2.25088  -0.03312  2.73785  0.84
C  -3.40021  -0.56310  2.03994  -1.08
C  -2.18711  -0.39635  4.13907  -1.12
C  1.05820  2.29818  0.60734  -0.27
N  2.26118  -2.10939  1.89434  0.80
C  2.28344  -3.16424  2.88965  -1.24
C  2.80022  -2.46148  0.58746  -1.03
H  4.29238  0.05055  4.27315  0.41
H  4.23037  -1.45835  3.36039  0.42
H  3.51163  -1.37437  4.98082  0.34
H  1.75818  0.59049  5.14779  0.54
H  0.78596  0.85464  3.68779  0.13
H  2.34805  1.68548  3.87722  0.23
H  3.92849  0.86407  1.72590  0.42
H  4.84398  3.03036  1.01496  0.37
H  3.40345  4.68372  -0.10718  0.49
H  1.19242  5.37573  -0.86645  0.51
H  -1.23501  4.99919  -1.01235  0.59
H  -2.22454  2.90508  -0.07622  0.61
H  -3.59532  1.91201  3.45579  0.34
H  -2.99841  3.57033  3.45456  0.38
H  -2.66990  2.51975  4.84229  0.34
H  0.49686  2.67335  2.98121  0.05
H  -0.40385  3.32502  4.35006  0.42
H  -0.63400  4.00851  2.72834  0.31
H  -3.47100  -0.12724  1.04960  0.24
H  -4.31356  -0.31868  2.59613  0.41
H  -3.34291  -1.64713  1.95065  0.26
H  -1.31497  0.05513  4.60672  0.33
H  -2.09963  -1.48195  4.21686  0.32
H  -3.08190  -0.09208  4.69278  0.36
H  1.80660  -2.82324  3.80451  0.37
H  3.29978  -3.49589  3.11906  0.37
H  1.73083  -4.02544  2.50777  0.36
H  3.86993  -2.67799  0.67312  0.30
H  2.64170  -1.64423  -0.11065  0.21
H  2.31064  -3.35636  0.20097  0.37

Atoms 1-6, force components in eV/Å:
Be 0.029 0.027 0.028
C 0.039 -0.004 0.012
C -0.002 -0.069 0.055
N 0.030 0.066 -0.037
C -0.082 -0.007 0.019
C 0.017 0.023 -0.038

Total charge = +1
Strongest force on any atom = 0.3 eV/Å
LUMO level = -2.498 eV
Gap between HOMO and LUMO = 0.2808 Eh
E_HOMO = -10.1 eV

***

gap between HOMO and LUMO of number 3 (C34H42BeIN8O2)?
0.2808 Eh

***

What is the gap between HOMO and LUMO in the second record?
0.3285 Eh